Below is a 2-piece molecular cluster, C4H11NO2 overall, with properties calculated with the ωB97M-V functional and the def2-TZVPD basis.

```
18
Properties=species:S:1:pos:R:3:forces:R:3
C -1.132076 0.516185 0.680982 -0.1 0.2 0.1
C -0.202624 -0.427456 0.760372 0.2 -0.2 0.0
C -0.542143 -1.866893 0.998423 -0.1 0.1 0.0
C 1.278310 -0.151460 0.600433 0.0 0.2 0.0
N 1.680230 1.197240 0.265508 0.0 0.2 0.0
H -0.890800 1.554692 0.519499 0.1 0.1 -0.1
H -2.178716 0.292582 0.809084 -0.2 -0.1 0.1
H -0.231301 -2.472347 0.147428 0.0 -0.1 0.0
H -1.610509 -1.998492 1.149030 -0.1 -0.1 0.0
H -0.015115 -2.237697 1.876489 0.0 -0.1 0.1
H 1.779912 -0.427827 1.535764 0.0 -0.2 -0.1
H 1.668728 -0.813802 -0.180604 0.0 -0.1 0.1
H 1.370111 1.847828 0.979246 0.1 0.0 -0.1
H 1.264412 1.478975 -0.616956 0.0 0.0 0.1
O -0.974561 0.298521 -2.366300 -0.4 -0.6 -0.3
O -0.142334 1.450835 -2.402741 0.4 0.6 0.3
H -1.093258 0.170574 -1.404143 0.2 0.2 -0.2
H -0.028267 1.588542 -3.351516 -0.1 -0.2 0.0
```
Positions in Å, forces in eV/Å.

maximum force = 0.8 eV Å⁻¹
structure (SMILES) = C=C(C)CN.OO
Kohn-Sham gap = 0.3773 Ha
relative energy (zero: lowest compared OMol25 entry of this formula, charge and spin) = 94.8 kcal/mol
HOMO energy = -9.33 eV
energy = -364.1171 Eh